# 1
Formula: C47H43BrDyN10O5SSb
Source: OMol25
Level of theory: ωB97M-V with the def2-TZVPD basis set

Geometry (Å):
Dy (-0.6181, -0.0974, 0.9258)
C (-4.6937, 2.4587, 0.8758)
O (-4.5968, 2.2399, 2.2717)
C (-3.5193, 2.8344, 2.8130)
C (-3.7339, 3.9247, 3.6291)
C (-2.6168, 4.5771, 4.2323)
C (-1.4288, 3.9152, 4.2291)
C (-1.1714, 2.7462, 3.4305)
C (0.2455, 2.2799, 3.4114)
N (0.6702, 1.3733, 2.5971)
N (2.0371, 1.0452, 2.8166)
C (2.3348, 0.0526, 2.0373)
O (1.5916, -0.6029, 1.2084)
C (3.7538, -0.4115, 2.1708)
C (4.8046, 0.4968, 2.1137)
C (6.1061, 0.0498, 1.8976)
C (6.3612, -1.2958, 1.7311)
C (5.3309, -2.1895, 1.9472)
C (4.0142, -1.7769, 2.1129)
C (-2.1843, 2.2338, 2.6307)
O (-2.0731, 1.2867, 1.7607)
H (-3.7270, 2.5560, 0.4223)
H (-5.3210, 3.3350, 0.6962)
H (-5.2021, 1.5712, 0.4562)
H (-4.7188, 4.3596, 3.6407)
H (-2.8204, 5.5444, 4.6490)
H (-0.5392, 4.3502, 4.7590)
H (0.9763, 2.7997, 4.0693)
H (4.7559, 1.5584, 2.1141)
H (6.9311, 0.7200, 1.6952)
H (7.3370, -1.5721, 1.4891)
H (5.4806, -3.2129, 1.8387)
H (3.1979, -2.5021, 2.1942)
C (-4.7896, -1.5785, 2.8332)
C (-3.3083, -1.4534, 2.5542)
N (-2.8121, -1.2393, 1.4042)
N (-3.5402, -0.9986, 0.2986)
C (-2.8551, -0.2331, -0.5924)
N (-3.5885, -0.0266, -1.6883)
S (-0.0856, 2.1265, -1.0602)
C (-2.2255, -1.5253, 3.6018)
C (-2.4899, -1.8838, 4.8748)
C (-1.5468, -2.0514, 5.8601)
C (-0.2809, -1.6120, 5.5745)
C (-0.0122, -1.2342, 4.2532)
N (-0.9501, -1.2252, 3.3008)
H (-5.2205, -2.1430, 2.0030)
H (-5.2009, -0.5593, 2.7891)
H (-4.9560, -1.9649, 3.8524)
H (-4.5492, -0.9902, 0.4264)
H (-4.4439, -0.5864, -1.8230)
H (-3.0856, 0.2428, -2.4994)
H (-3.5081, -2.2731, 5.1568)
H (-1.7859, -2.3530, 6.8636)
H (0.6150, -1.6786, 6.1889)
H (0.9750, -0.9476, 4.0613)
C (-2.6296, -0.6531, -5.3349)
C (-1.6262, 0.3760, -5.6361)
C (-1.2779, 0.7012, -6.9731)
C (-0.3025, 1.6630, -7.0908)
C (0.3791, 2.1607, -5.9587)
C (0.0447, 1.6831, -4.7359)
N (-1.0155, 0.8933, -4.5757)
Sb (1.3051, 2.1844, -3.0802)
C (2.0568, 0.1445, -3.1672)
C (2.1515, -0.8348, -2.1945)
C (2.7856, -2.0247, -2.5880)
C (3.2652, -2.2233, -3.8800)
C (3.1749, -1.1503, -4.7379)
C (3.6343, -1.2553, -6.1577)
N (2.6418, 0.0429, -4.3649)
C (1.1431, 3.0742, -0.0845)
C (0.7072, 4.0360, 0.8182)
C (1.7036, 4.7091, 1.4854)
C (3.0453, 4.4564, 1.2129)
C (3.3794, 3.5251, 0.2600)
C (4.8159, 3.2691, -0.2068)
N (2.4307, 2.7925, -0.3275)
H (-2.5712, -1.3491, -6.1772)
H (-3.6172, -0.2219, -5.2240)
H (-2.2293, -1.1963, -4.4657)
H (-1.6326, 0.1976, -7.8425)
H (-0.0130, 1.9486, -8.0826)
H (1.2678, 2.8459, -6.1528)
H (1.7495, -0.6248, -1.2029)
H (3.0143, -2.7509, -1.8497)
H (3.6800, -3.1347, -4.2042)
H (4.6042, -0.8790, -6.1338)
H (3.0808, -0.5467, -6.8288)
H (3.5706, -2.3253, -6.4532)
H (-0.3907, 4.2484, 1.0443)
H (1.4472, 5.5193, 2.1910)
H (3.7841, 5.0258, 1.7901)
H (5.5306, 3.8044, 0.3839)
H (4.8996, 3.4792, -1.2636)
H (5.1134, 2.2091, -0.1655)
Br (-0.5989, -7.3508, 1.3481)
C (-1.4341, -6.1923, 0.1850)
C (-2.3398, -6.6024, -0.7333)
N (-2.8952, -5.8050, -1.6889)
C (-2.4461, -4.5475, -1.6948)
C (-1.5644, -4.0721, -0.7753)
C (-1.0301, -4.8561, 0.2040)
C (-0.9677, -2.6238, -1.1763)
O (-0.9907, -2.2354, -2.3166)
O (-0.4099, -2.0130, -0.1778)
H (-2.6136, -7.6128, -0.7231)
H (-2.7793, -3.9159, -2.5070)
H (-0.3498, -4.4521, 0.9105)

The spin multiplicity is 6. The HOMO-LUMO gap (alpha / beta) comes out at 7.05 / 7.07 eV. Its total energy is -6838.08773 hartree. The calculation puts the LUMO energy (alpha / beta) at -0.35 / -0.35 eV.



# 2
Formula: C47H44ClIrN10O3
Source: OMol25
Level of theory: ωB97M-V with the def2-TZVPD basis set

Geometry (Å):
Ir (0.1113, 0.0032, -0.0304)
C (-1.5633, 2.3570, 3.3371)
C (-0.2219, 1.8553, 3.8154)
C (0.4982, 2.5790, 4.7575)
C (1.6689, 2.0828, 5.3043)
C (2.0964, 0.8084, 4.9696)
C (1.4009, 0.0450, 4.0379)
C (1.7941, -1.3992, 3.7954)
C (0.2830, 0.6137, 3.4198)
N (-0.3710, -0.1244, 2.3649)
C (-1.2956, -0.9436, 2.6437)
C (-1.8184, -1.1886, 4.0205)
C (-1.8967, -1.7012, 1.4839)
C (-3.0628, -2.5932, 1.7151)
N (-1.3468, -1.5473, 0.3431)
C (-1.8008, -2.2069, -0.8583)
C (-1.1549, -3.3880, -1.2399)
C (-0.0339, -3.9560, -0.3971)
C (-1.5997, -4.0268, -2.3894)
C (-2.6345, -3.4896, -3.1400)
C (-3.2475, -2.3105, -2.7467)
C (-2.8502, -1.6467, -1.5938)
C (-3.5689, -0.4038, -1.1261)
H (-1.6092, 3.4456, 3.3905)
H (-2.3582, 1.9725, 3.9857)
H (-1.7835, 2.0506, 2.3171)
H (0.1173, 3.5452, 5.0747)
H (2.2305, 2.6773, 6.0159)
H (2.9653, 0.3794, 5.4581)
H (2.8708, -1.5422, 3.9110)
H (1.4926, -1.7651, 2.8096)
H (1.3151, -2.0410, 4.5418)
H (-1.2533, -0.6249, 4.7564)
H (-1.7750, -2.2520, 4.2678)
H (-2.8679, -0.8850, 4.0824)
H (-3.8790, -2.0328, 2.1789)
H (-2.7877, -3.3931, 2.4087)
H (-3.4136, -3.0365, 0.7884)
H (0.6774, -3.1787, -0.1046)
H (0.5058, -4.7304, -0.9392)
H (-0.4235, -4.4074, 0.5204)
H (-1.1326, -4.9576, -2.6901)
H (-2.9703, -3.9966, -4.0369)
H (-4.0653, -1.9046, -3.3338)
H (-3.9779, 0.1482, -1.9732)
H (-2.9239, 0.2666, -0.5555)
H (-4.4166, -0.6666, -0.4844)
C (-1.7430, 1.9799, -5.0904)
N (-1.0443, 1.1548, -4.0921)
C (-1.0996, 1.2389, -2.7702)
N (-0.2679, 0.3305, -2.2553)
C (0.2921, -0.2745, -3.3540)
N (-0.1611, 0.1995, -4.4795)
C (-1.5478, 3.4654, -4.8761)
C (-2.5502, 4.3496, -5.2447)
C (-2.3870, 5.7145, -5.0532)
C (-1.2336, 6.2069, -4.4634)
C (-0.2382, 5.3187, -4.0754)
C (-0.3837, 3.9586, -4.3098)
C (0.9436, 5.8020, -3.3679)
N (1.2398, 7.0068, -3.0185)
N (2.4491, 6.9349, -2.3308)
C (2.7906, 5.6939, -2.3126)
O (1.8833, 4.9187, -2.9516)
C (3.9603, 5.0751, -1.6974)
C (4.9328, 5.8578, -1.0811)
C (6.0264, 5.2444, -0.4961)
C (6.1522, 3.8606, -0.5122)
C (5.1899, 3.0794, -1.1340)
C (5.3404, 1.5770, -1.1733)
N (4.1991, 0.8570, -0.5700)
C (3.0006, 0.6086, -1.0575)
N (2.2829, -0.0391, -0.1297)
C (3.1337, -0.1364, 0.9440)
N (4.2944, 0.3992, 0.7084)
C (4.0960, 3.6932, -1.7271)
H (-2.8024, 1.7375, -5.0675)
H (-1.3506, 1.6701, -6.0538)
H (-1.7037, 1.9493, -2.2219)
H (1.0112, -1.0817, -3.3020)
H (-3.4685, 3.9764, -5.6878)
H (-3.1772, 6.3953, -5.3423)
H (-1.0895, 7.2668, -4.2912)
H (0.4273, 3.2917, -4.0363)
H (4.8181, 6.9358, -1.0783)
H (6.7899, 5.8443, -0.0157)
H (7.0158, 3.3905, -0.0515)
H (6.2047, 1.2738, -0.5955)
H (5.4635, 1.2302, -2.1967)
H (2.6791, 0.8338, -2.0643)
H (2.8847, -0.6182, 1.8743)
H (3.3351, 3.1133, -2.2414)
Cl (3.8721, 6.0283, 2.9540)
C (2.6716, 5.1840, 2.0467)
C (1.5911, 5.8778, 1.5158)
C (0.6345, 5.1977, 0.7820)
C (0.7439, 3.8207, 0.6020)
C (1.8134, 3.1374, 1.1726)
C (2.7925, 3.8124, 1.8786)
C (-0.3138, 3.1332, -0.1979)
O (-0.9400, 3.7180, -1.0388)
O (-0.6369, 1.8394, 0.0996)
H (1.5031, 6.9461, 1.6764)
H (-0.2055, 5.7269, 0.3498)
H (1.8710, 2.0651, 1.0672)
H (3.6273, 3.2854, 2.3250)

The spin multiplicity is 5. The HOMO-LUMO gap (alpha / beta) comes out at 6.38 / 4.44 eV. Its net charge is +2. Its total energy is -3154.68369 hartree. The calculation puts the LUMO energy (alpha / beta) at -6.30 / -8.24 eV.



# 3
Formula: C47H44CoN3O4P3S2
Source: OMol25
Level of theory: ωB97M-V with the def2-TZVPD basis set

Geometry (Å):
Co (-13.6091, -18.2426, -7.5288)
C (-12.5731, -14.3346, -5.9963)
C (-12.6170, -15.5522, -6.7533)
N (-13.4582, -16.5179, -6.5582)
C (-14.6009, -16.1685, -5.9786)
C (-14.8804, -14.9468, -5.3049)
C (-13.6794, -13.9446, -5.4045)
C (-15.8986, -14.6127, -4.5610)
C (-16.8332, -15.6626, -4.4463)
C (-16.6915, -16.9078, -5.0550)
C (-15.3900, -17.2649, -5.6761)
N (-15.1201, -18.3480, -6.4031)
C (-15.3869, -19.7225, -5.9566)
C (-16.1554, -20.0702, -4.7615)
C (-16.3555, -21.4615, -4.5317)
C (-15.8679, -22.4128, -5.3639)
C (-14.9189, -22.1258, -6.4835)
C (-14.2143, -22.9413, -7.1434)
C (-13.0810, -22.3630, -7.9222)
C (-12.9599, -21.0116, -8.2066)
N (-13.7215, -20.1474, -7.5861)
C (-14.5948, -20.7069, -6.6272)
H (-11.4563, -13.9084, -5.5294)
H (-11.9302, -15.8028, -7.5569)
H (-13.8629, -13.1542, -4.8132)
H (-16.3058, -13.8975, -3.9039)
H (-17.9486, -15.2948, -3.9445)
H (-17.2779, -17.9058, -5.0183)
H (-16.8736, -19.4616, -4.3107)
H (-16.7170, -21.8368, -3.6200)
H (-15.9385, -23.3014, -5.1692)
H (-14.4211, -23.9830, -7.4889)
H (-12.4110, -23.0626, -8.2356)
H (-12.3199, -20.6620, -8.9238)
C (-10.7143, -12.9356, -9.7053)
C (-11.5070, -12.7674, -11.0077)
O (-11.8996, -13.9795, -11.5251)
P (-12.8398, -15.2121, -10.9544)
S (-12.7420, -18.0088, -9.8306)
S (-11.3173, -16.5437, -9.9983)
O (-13.3937, -14.3493, -9.6418)
C (-14.8105, -14.0974, -9.7214)
C (-15.7062, -15.1294, -8.9731)
H (-10.3580, -11.9483, -9.3757)
H (-10.0744, -13.9133, -9.5583)
H (-11.4582, -13.1928, -8.6793)
H (-11.0173, -12.2571, -11.8415)
H (-12.3995, -12.2412, -10.8559)
H (-14.9134, -13.7000, -10.8277)
H (-14.8738, -13.1674, -9.1288)
H (-15.3939, -16.0443, -9.3202)
H (-16.7253, -14.9199, -9.2701)
H (-15.2890, -14.8194, -7.7435)
O (-12.7694, -19.5539, -3.4361)
P (-11.6455, -20.5116, -3.3277)
C (-10.7484, -20.6534, -4.8744)
P (-10.4468, -19.0456, -5.8398)
O (-11.6654, -18.7059, -6.6036)
C (-10.0638, -17.6208, -4.9242)
C (-10.9834, -17.0680, -4.0978)
C (-10.8850, -15.8133, -3.6340)
C (-9.6574, -15.0315, -3.6653)
C (-8.4750, -15.4455, -4.4637)
C (-8.5730, -16.7341, -4.9426)
C (-9.0237, -19.5311, -6.7709)
C (-7.7307, -19.7522, -6.2768)
C (-6.6223, -20.0091, -7.1870)
C (-6.9196, -19.9728, -8.5891)
C (-8.2424, -19.8087, -9.0454)
C (-9.1979, -19.6267, -8.1278)
C (-12.0824, -22.1754, -3.0056)
C (-13.0350, -22.7227, -3.7057)
C (-13.2181, -24.1480, -3.7411)
C (-12.4069, -24.8688, -2.8514)
C (-11.5395, -24.2909, -1.9850)
C (-11.3974, -22.8218, -1.9380)
C (-10.3738, -19.8818, -2.1425)
C (-9.1948, -20.5002, -1.7173)
C (-8.4889, -20.0251, -0.6047)
C (-9.1083, -18.9622, 0.1335)
C (-10.2541, -18.3817, -0.3057)
C (-10.8064, -18.7598, -1.4854)
H (-11.2030, -21.2035, -5.4917)
H (-9.8930, -21.2154, -5.0687)
H (-11.9877, -17.4733, -3.7580)
H (-11.8522, -15.4200, -3.1377)
H (-9.3417, -14.1771, -3.0600)
H (-7.5419, -15.0238, -4.8021)
H (-7.6536, -17.5589, -5.4362)
H (-7.5930, -19.4537, -5.2409)
H (-5.6254, -19.6627, -6.8504)
H (-6.0786, -19.7030, -9.3885)
H (-8.2954, -19.6316, -10.0326)
H (-10.3633, -19.4297, -8.3595)
H (-13.6638, -21.9355, -4.3916)
H (-14.0906, -24.7139, -4.3062)
H (-12.6219, -25.7918, -2.6248)
H (-11.3360, -24.9218, -1.0735)
H (-10.5486, -22.4591, -1.4604)
H (-8.8042, -21.4240, -2.1075)
H (-7.5451, -20.3081, -0.2192)
H (-8.4883, -18.3895, 0.8967)
H (-10.5417, -17.6013, 0.0913)
H (-11.5137, -18.1486, -1.8601)

The spin multiplicity is 3. The HOMO-LUMO gap (alpha / beta) comes out at 3.56 / 5.34 eV. Its net charge is -1. The value obtained for the energy above the lowest of the compared OMol25 structures with the same formula, charge and spin is 1439.7 kJ/mol. Its total energy is -5485.37645 hartree. The calculation puts the LUMO energy (alpha / beta) at 1.72 / 1.71 eV.



# 4
Formula: C47H44N6O3S5Tl
Source: OMol25
Level of theory: ωB97M-V with the def2-TZVPD basis set

Geometry (Å):
Tl (-0.5384, -0.9656, 0.5020)
O (0.9964, -2.7288, -0.4480)
C (0.9032, -4.0009, -0.6304)
C (2.0523, -4.8299, -0.5319)
C (2.0114, -6.1832, -0.8193)
C (0.8199, -6.7837, -1.2281)
C (-0.3159, -5.9917, -1.3220)
C (-0.3132, -4.6285, -1.0233)
C (-1.5839, -3.9133, -1.1706)
N (-1.8326, -2.7296, -0.7726)
N (-3.0932, -2.2566, -1.1079)
C (-3.5131, -1.4111, -0.1895)
O (-2.9927, -1.1466, 0.9308)
C (-4.7718, -0.6565, -0.5611)
C (-5.6335, -1.0800, -1.5710)
C (-6.7788, -0.3531, -1.8681)
C (-7.0728, 0.8107, -1.1656)
C (-6.2139, 1.2389, -0.1619)
C (-5.0732, 0.5047, 0.1424)
H (2.9759, -4.3493, -0.2283)
H (2.9136, -6.7801, -0.7258)
H (0.7812, -7.8392, -1.4678)
H (-1.2552, -6.4398, -1.6357)
H (-2.3954, -4.4733, -1.6502)
H (-5.3802, -1.9829, -2.1115)
H (-7.4467, -0.6940, -2.6513)
H (-7.9679, 1.3765, -1.3983)
H (-6.4342, 2.1472, 0.3876)
H (-4.3897, 0.8142, 0.9241)
C (3.2140, 0.5378, 1.5177)
C (2.9269, -0.6919, 2.3233)
N (1.7569, -1.2186, 2.4538)
C (1.7798, -2.3369, 3.2542)
C (3.0062, -2.6658, 3.7402)
S (4.1654, -1.5399, 3.1846)
C (0.5400, -3.1000, 3.4915)
C (0.3206, -3.9077, 4.5601)
S (-1.2075, -4.6575, 4.4132)
C (-1.4748, -3.8266, 2.9176)
N (-0.4963, -3.0488, 2.5792)
C (-2.7235, -4.0324, 2.1203)
H (2.8819, 0.3770, 0.4873)
H (4.2753, 0.7812, 1.5332)
H (2.6527, 1.3801, 1.9294)
H (3.2764, -3.5094, 4.3544)
H (0.9654, -4.0892, 5.4049)
H (-3.5143, -4.4582, 2.7376)
H (-2.5175, -4.7071, 1.2873)
H (-3.0481, -3.0791, 1.6927)
S (-2.1391, 1.9551, 2.0323)
C (-1.2591, 3.1080, 1.2715)
N (-0.5252, 4.0431, 1.9197)
C (0.4044, 4.8978, 1.1947)
C (-0.2823, 5.3808, -0.0432)
N (-0.6715, 4.2359, -0.8485)
C (-0.3891, 4.3513, -2.2801)
C (1.0968, 4.4586, -2.5175)
C (1.8952, 3.3445, -2.2732)
C (3.2698, 3.4268, -2.4256)
C (3.8622, 4.6226, -2.8219)
C (3.0702, 5.7336, -3.0754)
C (1.6897, 5.6487, -2.9212)
C (-1.2224, 3.1334, -0.2729)
S (-1.8267, 1.8502, -1.0880)
C (-0.4261, 4.0651, 3.3746)
C (0.7881, 3.3452, 3.9202)
C (0.6920, 2.0338, 4.3786)
C (1.8037, 1.3935, 4.9116)
C (3.0244, 2.0519, 4.9823)
C (3.1349, 3.3524, 4.5078)
C (2.0202, 3.9930, 3.9837)
H (1.3232, 4.3633, 0.9333)
H (0.6669, 5.7413, 1.8328)
H (0.3899, 6.0065, -0.6269)
H (-1.1620, 5.9739, 0.2303)
H (-0.9073, 5.2291, -2.6757)
H (-0.7984, 3.4676, -2.7589)
H (1.4518, 2.4022, -1.9728)
H (3.8713, 2.5458, -2.2388)
H (4.9380, 4.6863, -2.9324)
H (3.5229, 6.6666, -3.3885)
H (1.0680, 6.5160, -3.1232)
H (-1.3352, 3.6151, 3.7633)
H (-0.3896, 5.1140, 3.6782)
H (-0.2551, 1.5141, 4.2986)
H (1.7169, 0.3723, 5.2612)
H (3.8874, 1.5510, 5.4031)
H (4.0870, 3.8676, 4.5455)
H (2.1078, 5.0165, 3.6336)
C (3.2781, -1.1138, -3.7649)
S (2.3907, -1.6493, -2.2756)
O (2.1876, -0.3384, -1.5587)
C (0.8700, -2.0155, -3.1444)
C (-0.1399, -1.0677, -3.1418)
C (-1.3403, -1.3548, -3.7735)
C (-1.5169, -2.5777, -4.4070)
C (-0.4942, -3.5179, -4.4055)
C (0.7077, -3.2436, -3.7653)
H (2.7349, -0.2871, -4.2229)
H (3.3659, -1.9545, -4.4566)
H (4.2703, -0.7890, -3.4452)
H (0.0125, -0.1290, -2.6198)
H (-2.1485, -0.6356, -3.7393)
H (-2.4616, -2.8093, -4.8820)
H (-0.6390, -4.4802, -4.8811)
H (1.4915, -3.9928, -3.7176)

The HOMO-LUMO gap comes out at 5.73 eV. Its net charge is -1. The value obtained for the energy above the lowest of the compared OMol25 structures with the same formula, charge and spin is 94.6 kJ/mol. Its total energy is -4535.17206 hartree. The calculation puts the LUMO energy at 1.86 eV.